Entry 1:
Computed, not measured: C2H4LiNiO2 as an isolated structure, with the ωB97M-V functional and the def2-TZVPD basis.

Summary:
frontier orbital gap (alpha / beta) = 7.5 / 5.2 eV
net charge = 0
highest occupied orbital energy (alpha / beta) = -7.8 / -7.7 eV
LUMO energy (alpha / beta) = -0.27 / -2.52 eV
spin multiplicity = 4

Each line ends with the Löwdin charge.
Atoms and positions in Å:
O: -1.472 -0.478 -1.912  -0.60
C: 0.569 1.185 0.083  0.03
C: 0.939 0.028 0.685  -0.37
O: 0.057 -0.913 1.071  -0.50
H: -1.806 0.161 -2.539  -0.13
H: -0.465 1.540 0.182  0.06
H: 1.339 1.847 -0.315  0.06
H: 1.990 -0.110 0.974  0.10
Ni: 0.304 -2.480 1.945  0.72
Li: -1.454 -0.780 -0.174  0.61

***

Entry 2:
Computed, not measured: C2H4MgNaO4 as an isolated structure, with the ωB97M-V functional and the def2-TZVPD basis.

Summary:
frontier orbital gap (alpha / beta) = 5.5 / 5.6 eV
net charge = +3
highest occupied orbital energy (alpha / beta) = -21.8 / -21.7 eV
LUMO energy (alpha / beta) = -16.26 / -16.10 eV

Each line ends with the Löwdin charge.
Atoms and positions in Å:
O: -0.953 -0.590 -0.540  0.06
C: -0.392 1.904 -0.480  0.20
H: -0.863 2.264 0.449  0.11
H: -0.779 2.411 -1.379  0.11
C: 0.098 -0.959 2.080  0.14
O: 0.478 -1.187 0.941  0.05
O: 0.953 1.257 -0.404  -0.21
Na: 1.730 0.267 -2.372  0.80
H: 0.578 -1.500 2.906  0.16
H: -0.415 0.003 2.242  0.15
Mg: -0.127 -2.928 -1.816  1.66
O: -0.309 -0.941 -1.627  -0.23

***

Entry 3:
Computed, not measured: one molecule with the formula C2H4N2, with the ωB97M-V functional and the def2-TZVPD basis.

Summary:
frontier orbital gap = 8.8 eV
net charge = 0
highest occupied orbital energy = -8.0 eV
LUMO energy = 0.79 eV

Each line ends with the Löwdin charge.
Atoms and positions in Å:
C: 1.241 0.813 0.093  -0.06
C: -1.240 0.818 -0.114  -0.07
N: 0.786 -0.353 -0.104  -0.13
N: -0.785 -0.332 0.099  -0.14
H: 2.415 0.821 -0.084  0.05
H: -2.394 0.768 0.125  0.05
H: 1.147 -1.282 -0.448  0.15
H: -1.170 -1.253 0.433  0.15

***

Entry 4:
Computed, not measured: one molecule with the formula C2H4N2, with the ωB97M-V functional and the def2-TZVPD basis.

Summary:
frontier orbital gap = 11.0 eV
net charge = 0
highest occupied orbital energy = -10.2 eV
LUMO energy = 0.81 eV
SMILES = N#CCN

Each line ends with the Löwdin charge.
Atoms and positions in Å:
N: 2.742 0.343 0.066  0.15
C: 1.768 -0.201 -0.032  -0.30
C: 0.408 -0.647 -0.069  -0.26
N: -0.387 0.653 -0.005  -0.04
H: 0.097 -1.136 -1.089  0.14
H: 0.048 -1.323 0.873  0.16
H: -0.051 1.234 0.814  0.09
H: -0.181 1.087 -0.917  0.07

***

Entry 5:
Computed, not measured: one molecule with the formula C2H4N2O, with the ωB97M-V functional and the def2-TZVPD basis.

Summary:
frontier orbital gap (alpha / beta) = 7.4 / 7.7 eV
net charge = 0
highest occupied orbital energy (alpha / beta) = -7.7 / -7.7 eV
LUMO energy (alpha / beta) = -0.35 / -0.03 eV

Each line ends with the Löwdin charge.
Atoms and positions in Å:
C: -0.102 -0.062 0.245  -0.14
C: -0.887 0.140 1.497  -0.08
N: 0.956 0.346 -0.519  -0.17
N: 1.413 1.348 -1.192  0.02
O: -2.113 -0.381 1.649  -0.02
H: -0.085 -1.103 0.291  0.06
H: 1.396 -0.578 -0.986  0.20
H: 2.051 0.968 -1.869  0.03
H: -2.630 -0.677 0.883  0.10

***

Entry 6:
Computed, not measured: one molecule with the formula C2H4N2O, with the ωB97M-V functional and the def2-TZVPD basis.

Summary:
frontier orbital gap = 11.0 eV
net charge = 0
highest occupied orbital energy = -10.2 eV
LUMO energy = 0.77 eV
SMILES = [H]/N=C/NC=O

Each line ends with the Löwdin charge.
Atoms and positions in Å:
H: 1.026 -1.422 1.940  0.05
N: 0.254 -1.062 1.375  0.13
C: 0.625 -0.032 0.742  -0.28
N: -0.264 0.638 -0.135  0.04
C: -0.768 0.111 -1.297  -0.36
O: -1.556 0.688 -2.013  0.02
H: 1.631 0.406 0.788  0.12
H: -0.609 1.554 0.132  0.15
H: -0.340 -0.880 -1.531  0.13

***

Entry 7:
Computed, not measured: one molecule with the formula C2H4N2O, with the ωB97M-V functional and the def2-TZVPD basis.

Summary:
frontier orbital gap = 10.7 eV
net charge = 0
highest occupied orbital energy = -9.8 eV
LUMO energy = 0.82 eV
SMILES = [H]/N=C/O/C=N/[H]

Each line ends with the Löwdin charge.
Atoms and positions in Å:
H: 2.772 0.443 -1.700  0.09
N: 1.768 0.241 -1.541  0.14
C: 1.261 -0.057 -0.470  -0.17
O: -0.253 0.215 -0.512  -0.05
C: -1.111 -0.105 0.481  -0.39
N: -2.324 0.162 0.475  0.08
H: -2.888 -0.080 1.353  0.09
H: 1.504 -0.247 0.524  0.10
H: -0.729 -0.572 1.390  0.11

***

Entry 8:
Computed, not measured: one molecule with the formula C2H4N2O, with the ωB97M-V functional and the def2-TZVPD basis.

Summary:
frontier orbital gap = 11.0 eV
net charge = 0
highest occupied orbital energy = -10.5 eV
LUMO energy = 0.59 eV
SMILES = N#C[C@H](N)O

Each line ends with the Löwdin charge.
Atoms and positions in Å:
N: 2.432 -0.140 0.323  0.17
C: 1.310 -0.009 0.140  -0.21
C: -0.054 -0.057 -0.290  -0.43
N: -0.831 1.007 0.379  0.10
O: -0.471 -1.422 -0.019  -0.07
H: -0.024 0.069 -1.485  0.19
H: -0.741 1.730 -0.220  0.03
H: -1.759 0.790 0.524  0.05
H: 0.138 -1.967 0.648  0.17

***

Entry 9:
Computed, not measured: a 2-piece molecular cluster, C2H4N2O overall, with the ωB97M-V functional and the def2-TZVPD basis.

Summary:
frontier orbital gap = 9.9 eV
net charge = 0
highest occupied orbital energy = -9.1 eV
LUMO energy = 0.87 eV
SMILES = C=CO.N#N

Each line ends with the Löwdin charge.
Atoms and positions in Å:
C: 0.204 0.726 -0.285  -0.03
C: 1.155 0.023 0.326  -0.28
O: 1.906 -0.907 -0.362  -0.03
H: -0.420 1.458 0.224  0.04
H: 0.023 0.544 -1.343  0.06
H: 1.387 0.110 1.388  0.11
H: 2.639 -1.191 0.214  0.10
N: -3.844 -0.739 0.064  0.02
N: -3.050 -0.023 -0.226  0.02

***

Entry 10:
Computed, not measured: one molecule with the formula C2H4N2O, with the ωB97M-V functional and the def2-TZVPD basis.

Summary:
frontier orbital gap = 9.3 eV
net charge = 0
highest occupied orbital energy = -9.5 eV
LUMO energy = -0.19 eV
SMILES = C/N=N/C=O

Each line ends with the Löwdin charge.
Atoms and positions in Å:
C: 1.528 -0.286 -0.148  -0.16
N: 0.369 0.373 -0.374  -0.04
N: -0.713 -0.099 0.013  0.08
C: -1.962 0.264 0.168  -0.37
O: -2.979 0.025 -0.469  0.03
H: 1.535 -1.361 0.038  0.08
H: 2.046 0.290 0.762  0.14
H: 2.144 0.040 -1.113  0.12
H: -1.968 0.754 1.122  0.12

***

Entry 11:
Computed, not measured: a 2-piece molecular cluster, C2H4N2O2 overall, with the ωB97M-V functional and the def2-TZVPD basis.

Summary:
frontier orbital gap (alpha / beta) = 4.6 / 4.7 eV
net charge = -2
highest occupied orbital energy (alpha / beta) = 2.7 / 2.7 eV
LUMO energy (alpha / beta) = 7.32 / 7.32 eV

Each line ends with the Löwdin charge.
Atoms and positions in Å:
C: 0.005 -0.932 0.051  -0.33
C: 1.438 1.059 0.111  -0.39
N: -1.155 -0.647 -0.654  -0.21
N: -2.182 -0.194 0.059  -0.30
O: -3.228 -0.093 -0.731  -0.47
O: 2.722 0.928 0.257  -0.36
H: 0.487 -1.913 -0.386  -0.01
H: 0.007 -1.152 1.235  0.01
H: 1.072 1.448 -0.932  0.03
H: 0.834 1.496 0.990  0.03

***

Entry 12:
Computed, not measured: a 3-piece molecular cluster, C2H4N2O2 overall, with the ωB97M-V functional and the def2-TZVPD basis.

Summary:
frontier orbital gap (alpha / beta) = 7.0 / 7.2 eV
net charge = -2
highest occupied orbital energy (alpha / beta) = -1.1 / -1.2 eV
LUMO energy (alpha / beta) = 5.96 / 5.96 eV

Each line ends with the Löwdin charge.
Atoms and positions in Å:
C: 8.717 -4.624 1.251  -0.27
C: -8.681 5.243 -1.742  -0.19
N: 9.801 -5.270 1.388  -0.31
N: -10.241 4.613 -0.614  -0.20
O: 10.883 -4.909 0.657  -0.43
O: -10.108 4.059 0.487  -0.29
H: 8.338 -3.789 0.581  0.03
H: 8.003 -4.825 2.009  -0.02
H: -7.753 4.576 -1.357  -0.09
H: -8.958 4.926 -2.659  -0.24